Entry 1:
C8H21N3 | the ωB97M-V functional and the def2-TZVPD basis

The geometry in XYZ format:
```
32
Properties=species:S:1:pos:R:3:forces:R:3:mulliken_charge:R:1
C -0.895 1.258 0.330 -0.489 0.807 0.362 0.06
C 0.396 -0.081 -2.450 -0.816 -0.548 -4.118 -1.23
C 2.003 0.682 -0.802 1.423 -1.126 2.157 -1.55
C -2.143 1.566 2.477 -0.800 -0.441 -0.928 -1.06
C 0.219 0.848 2.301 0.893 -0.476 1.455 -0.81
C -0.932 -1.682 -0.401 2.177 -0.952 0.579 -1.16
C 1.323 -2.591 -0.688 0.218 -1.739 -0.818 -0.56
C 0.925 -0.242 -1.192 -1.079 1.893 3.972 0.72
N -0.988 1.268 1.676 0.293 -2.079 -3.156 0.16
N -1.829 1.941 -0.337 -1.060 1.770 0.385 -0.41
N 0.547 -1.405 -0.345 -0.679 3.153 0.854 0.14
H -0.576 0.414 -2.575 -0.161 -0.197 0.523 0.29
H 1.080 0.608 -3.014 -0.572 -1.027 0.015 0.41
H 0.215 -1.101 -2.924 0.392 1.159 0.021 0.40
H 2.807 0.586 -1.552 -0.340 0.658 -0.051 0.61
H 2.500 0.238 0.126 -0.585 1.157 -0.816 0.41
H 1.579 1.727 -0.616 1.030 -1.485 -0.601 0.35
H -2.272 0.757 3.197 0.008 0.386 0.248 0.33
H -1.994 2.535 2.888 -0.285 0.739 0.918 0.38
H -3.027 1.562 1.817 0.214 0.061 0.497 0.40
H 0.931 0.685 1.487 0.225 0.541 0.562 0.14
H 0.434 1.743 2.902 1.107 -0.740 0.278 0.41
H 0.243 -0.100 2.930 -0.695 1.168 -0.423 0.24
H -1.380 -0.841 0.011 -1.247 1.076 0.644 0.29
H -1.156 -1.870 -1.400 -0.840 -0.450 -1.500 0.48
H -0.909 -2.559 0.203 -1.232 -0.792 0.431 0.60
H 1.680 -2.957 0.270 0.094 -0.593 -0.187 0.37
H 0.545 -3.333 -1.163 2.284 1.214 0.490 0.35
H 2.228 -2.260 -1.267 -1.003 -0.893 0.129 0.35
H -1.655 2.307 -1.294 -0.254 -0.759 1.070 0.27
H -2.479 2.591 0.239 1.318 -1.353 -1.517 0.21
H 0.665 -1.128 0.673 0.458 -0.130 -1.475 0.40
```
Forces are in eV/Å.

## Properties
- Kohn-Sham gap (alpha / beta): 6.5 / 6.5 eV
- Total charge: +2
- HOMO level (alpha / beta): -16.3 / -16.3 eV
- Energy relative to the best compared isomer or geometry (same formula, charge and spin): 10.9 kcal/mol
- Spin multiplicity: 1

---

Entry 2:
C8H21N3O9SZn | the ωB97M-V functional and the def2-TZVPD basis

The geometry in XYZ format:
```
43
Properties=species:S:1:pos:R:3:forces:R:3:mulliken_charge:R:1
Zn 0.208 0.615 -0.336 0.137 0.430 0.992 1.25
S 1.939 3.465 -0.242 0.280 1.246 0.533 1.16
O 2.567 3.758 -1.533 -0.112 -0.098 0.084 -0.70
O 1.373 2.065 -0.347 0.151 -1.425 -0.143 -0.27
O 2.872 3.483 0.890 -0.120 -0.230 -0.292 -0.72
O 0.770 4.327 0.025 -0.502 -0.008 -0.210 -0.77
C -0.525 1.908 -2.722 -0.674 1.650 -1.036 -0.33
C -1.824 2.003 -1.951 -0.078 -0.076 0.714 -0.51
O -1.485 1.924 -0.554 -0.848 -0.283 -0.121 -0.51
O 0.183 0.704 -2.419 -0.655 -0.021 -0.710 -0.41
H 0.041 2.816 -2.488 0.539 -0.450 0.435 0.18
H -0.701 2.013 -3.799 -0.126 -0.456 0.010 0.53
H -2.559 1.215 -2.143 0.373 -0.310 -0.038 0.17
H -2.381 2.922 -2.137 0.431 0.212 -0.223 0.42
H -1.308 2.809 -0.195 0.656 0.109 -0.096 0.29
H 0.431 0.297 -3.252 0.320 -0.106 0.154 0.31
O -1.385 -0.985 -0.294 -0.002 -0.187 0.120 -0.45
C -2.166 -1.734 -0.864 -0.049 0.781 -0.257 0.64
N -2.106 -1.949 -2.198 -0.378 -0.293 0.345 -0.33
C -3.245 -2.460 -0.105 0.690 -0.331 0.326 -1.19
H -1.428 -1.456 -2.752 -0.033 0.077 -0.010 0.20
H -2.865 -2.452 -2.620 0.188 0.010 -0.323 0.19
H -2.684 -2.991 0.669 -0.238 -0.258 -0.051 0.25
H -3.791 -3.168 -0.723 -0.136 0.010 0.099 0.42
H -3.904 -1.793 0.444 -0.039 0.242 -0.310 0.28
O 1.473 -0.972 -0.200 0.357 -0.163 -0.090 -0.61
C 2.165 -1.974 -0.153 -0.571 -1.025 0.067 0.61
N 2.968 -2.342 -1.167 -0.087 0.447 -0.230 -0.39
C 2.134 -2.929 1.024 0.438 0.760 0.228 -1.07
H 3.091 -1.683 -1.919 0.100 -0.081 -0.029 0.26
H 3.488 -3.200 -1.167 0.096 0.048 0.117 0.20
H 3.103 -2.778 1.509 -0.043 -0.340 0.150 0.38
H 2.010 -3.975 0.756 0.070 0.015 -0.169 0.39
H 1.373 -2.623 1.736 -0.107 0.019 -0.126 0.13
O -0.135 0.545 1.708 -0.442 -0.568 0.179 -0.44
C 0.044 0.432 2.911 0.364 0.875 -0.388 0.56
N -0.302 -0.676 3.597 0.209 0.363 0.221 -0.35
C 0.707 1.556 3.671 0.849 -0.891 0.369 -1.15
H -0.158 -0.645 4.590 -0.146 -0.419 0.021 0.20
H -0.748 -1.448 3.135 -0.104 0.019 0.052 0.20
H 1.422 1.137 4.390 -0.179 -0.096 0.072 0.42
H 0.001 2.135 4.260 -0.087 0.294 -0.363 0.32
H 1.335 2.105 2.968 -0.495 0.507 -0.074 0.26
```
Forces are in eV/Å.

## Properties
- Kohn-Sham gap: 5.6 eV
- Total charge: 0
- HOMO level: -6.1 eV
- Spin multiplicity: 1

---

Entry 3:
C8H21N3P | the ωB97M-V functional and the def2-TZVPD basis

The geometry in XYZ format:
```
33
Properties=species:S:1:pos:R:3:forces:R:3:mulliken_charge:R:1
C -2.712 0.378 0.865 0.221 -0.876 0.427 -1.00
C -2.013 1.342 -0.869 0.693 -0.141 -0.866 -0.89
C -1.539 0.091 -0.100 0.200 0.087 -0.040 0.92
C -1.730 -2.424 0.113 0.112 0.135 -0.116 -1.23
C 2.762 -1.319 0.711 -0.021 0.142 -0.168 -1.48
C 3.377 1.112 0.520 -0.235 -0.171 -0.210 -1.31
C -1.507 -1.243 -0.825 0.109 -0.004 0.175 -0.66
C 2.666 -0.065 -0.148 0.431 -0.044 0.080 0.23
N 1.037 1.229 -1.427 0.260 0.081 -0.323 -0.63
N 1.274 0.179 -0.491 -2.380 0.799 1.334 0.29
N -2.758 1.777 0.350 -0.570 0.958 0.362 -0.03
P 0.018 0.591 0.847 1.673 -0.804 -1.809 -0.04
H -3.623 -0.159 0.606 -0.031 0.129 -0.072 0.43
H -2.522 0.298 1.936 -0.157 0.154 -0.019 0.34
H -1.232 2.025 -1.205 -0.255 0.079 0.108 0.31
H -2.701 1.121 -1.685 -0.114 -0.008 0.165 0.38
H -1.035 -2.398 0.950 0.050 -0.084 0.058 0.34
H -1.572 -3.354 -0.425 -0.035 -0.112 0.026 0.37
H -2.743 -2.433 0.509 -0.119 -0.052 0.075 0.38
H 2.467 -1.106 1.737 -0.015 -0.053 0.127 0.35
H 2.125 -2.103 0.308 -0.026 -0.092 0.002 0.34
H 3.788 -1.676 0.722 0.075 -0.041 0.073 0.44
H 2.877 1.363 1.456 0.043 0.055 0.109 0.30
H 3.391 1.996 -0.118 0.052 0.089 0.021 0.39
H 4.406 0.842 0.732 0.140 0.044 0.069 0.42
H -2.271 -1.254 -1.606 -0.033 0.057 -0.073 0.35
H -0.532 -1.336 -1.304 -0.053 0.014 -0.093 0.32
H 3.148 -0.270 -1.116 -0.058 0.022 0.140 0.28
H 1.137 0.850 -2.366 0.053 0.029 0.105 0.23
H 1.711 1.987 -1.325 -0.040 -0.068 0.003 0.20
H -3.675 2.215 0.231 0.187 -0.080 0.011 0.32
H -2.168 2.388 0.925 -0.104 -0.067 -0.085 0.38
H 0.145 -0.642 1.493 -0.053 -0.176 0.403 -0.04
```
Forces are in eV/Å.

## Properties
- Kohn-Sham gap: 8.7 eV
- Total charge: +1
- HOMO level: -11.8 eV
- Structure (SMILES): CCC1(PN(N)C(C)C)C[NH2+]C1
- Energy relative to the best compared isomer or geometry (same formula, charge and spin): 5.0 kcal/mol
- Spin multiplicity: 1

---

Entry 4:
C8H21NO10PS2 | the ωB97M-V functional and the def2-TZVPD basis

The geometry in XYZ format:
```
43
Properties=species:S:1:pos:R:3:forces:R:3:mulliken_charge:R:1
O 2.256 3.843 1.221 -0.990 -0.947 -6.780 -0.67
C 2.261 3.573 -0.109 4.908 -2.252 2.214 0.44
O 3.396 2.843 -0.737 -6.182 3.745 2.516 -0.70
C 1.061 4.070 -1.129 0.719 0.301 -0.440 -0.36
N -0.258 4.362 -0.448 -1.738 -2.130 0.285 -0.36
P -1.563 3.296 -1.133 1.217 0.287 0.478 0.26
O -1.088 1.684 -0.584 -0.066 1.202 -1.059 -0.49
O -2.985 3.771 -0.178 2.342 1.036 -0.917 -0.49
H 0.860 3.308 -2.007 0.857 1.297 1.749 0.19
H 1.419 5.074 -1.642 -0.556 -2.081 1.082 0.22
H -0.257 4.102 0.569 0.771 0.553 -0.911 0.33
H -0.494 1.255 -1.285 -1.333 1.171 1.330 0.34
H -3.003 4.783 -0.315 0.147 -2.280 0.375 0.33
O 4.484 -3.743 -2.760 -0.746 0.699 0.103 -0.64
S 3.486 -2.909 -2.123 0.226 0.813 0.529 1.18
O 2.452 -2.235 -2.878 0.945 -0.781 0.261 -0.59
O 4.235 -1.820 -1.170 -1.010 -1.569 -0.167 -0.25
C 5.229 -0.984 -1.742 0.788 1.034 -0.727 -0.33
C 4.611 0.134 -2.561 -0.332 -0.007 -0.178 -1.01
C 2.712 -3.845 -0.828 0.047 0.056 0.164 -0.92
H 5.933 -1.571 -2.342 -0.160 -0.161 0.093 0.31
H 5.798 -0.549 -0.913 -0.315 -0.280 0.073 0.27
H 4.109 -0.259 -3.450 0.119 -0.030 0.037 0.30
H 5.376 0.842 -2.891 -0.062 -0.060 0.165 0.39
H 3.857 0.671 -1.976 0.263 0.144 0.032 0.31
H 3.485 -4.323 -0.225 -0.076 0.128 -0.124 0.30
H 2.076 -4.602 -1.292 0.135 0.174 -0.086 0.36
H 2.104 -3.171 -0.221 0.118 -0.038 -0.136 0.31
O -3.616 -3.025 1.408 -0.873 0.790 0.213 -0.63
S -4.614 -2.192 2.045 0.397 0.610 0.313 1.19
O -5.648 -1.517 1.290 0.895 -0.730 0.325 -0.60
O -3.865 -1.103 2.998 -1.111 -1.541 -0.042 -0.26
C -2.871 -0.266 2.425 0.836 1.043 -0.762 -0.44
C -3.489 0.852 1.607 -0.124 0.081 -0.205 -0.67
C -5.388 -3.127 3.340 0.044 0.054 0.178 -0.91
H -2.167 -0.853 1.825 -0.178 -0.048 0.085 0.31
H -2.302 0.169 3.254 -0.251 -0.325 0.060 0.29
H -3.991 0.458 0.718 0.119 0.065 0.079 0.33
H -2.724 1.560 1.277 -0.124 -0.210 0.129 0.11
H -4.243 1.389 2.192 0.151 -0.055 0.008 0.28
H -4.615 -3.605 3.943 -0.078 0.122 -0.126 0.31
H -6.024 -3.884 2.876 0.143 0.171 -0.086 0.36
H -5.996 -2.454 3.947 0.116 -0.050 -0.132 0.30
```
Forces are in eV/Å.

## Properties
- Kohn-Sham gap: 6.6 eV
- Total charge: -1
- HOMO level: -4.6 eV
- Energy relative to the best compared isomer or geometry (same formula, charge and spin): 64.2 kcal/mol
- Spin multiplicity: 1

---

Entry 5:
C8H21NO4P | the ωB97M-V functional and the def2-TZVPD basis

The geometry in XYZ format:
```
35
Properties=species:S:1:pos:R:3:forces:R:3:mulliken_charge:R:1
C 2.357 -3.143 -0.838 0.855 -1.914 0.550 -1.17
C 1.003 2.917 1.613 3.412 -2.084 0.363 -1.16
C -2.605 0.862 -1.554 1.110 -1.975 -1.302 -0.78
C -1.681 -1.489 -1.589 -1.418 0.254 -2.373 -0.87
C -1.308 -1.028 2.400 -1.141 -1.662 -2.390 -0.79
C 1.964 -1.941 -0.069 0.894 1.997 0.540 0.04
C 1.783 2.407 0.395 -0.256 -1.308 1.800 -0.37
C -0.809 0.056 0.126 0.753 0.072 0.662 -0.24
N -2.013 -0.356 -0.779 -1.606 1.871 4.166 -0.06
O 0.362 1.108 -2.058 1.125 -0.642 1.351 -0.80
O -0.557 -0.969 1.101 -1.562 1.475 -0.157 -0.30
O 1.452 -1.062 -1.085 -1.762 1.164 -1.493 -0.14
O 1.742 0.924 0.254 -0.077 1.111 0.263 -0.38
P 0.825 0.352 -0.858 -2.309 -1.117 -0.711 0.85
H 1.549 -3.664 -1.469 1.066 0.653 1.526 0.26
H 3.096 -2.808 -1.522 0.520 0.401 -1.070 0.38
H 3.019 -3.793 -0.184 -1.435 0.101 -0.630 0.36
H 0.110 3.328 1.379 -3.000 1.040 -0.705 0.40
H 0.941 2.088 2.334 -0.204 0.411 -0.066 0.26
H 1.624 3.683 2.045 0.068 0.365 0.414 0.39
H -2.047 1.089 -2.499 -0.040 -0.538 1.151 0.32
H -3.595 0.590 -1.833 -0.843 -0.229 -0.044 0.40
H -2.602 1.704 -0.938 0.034 1.191 1.104 0.37
H -0.995 -1.101 -2.357 -0.163 -0.601 0.167 0.40
H -1.284 -2.260 -0.995 0.663 -0.912 0.643 0.28
H -2.646 -1.806 -2.042 0.847 -0.117 -0.017 0.41
H -0.841 -1.894 2.843 -0.006 -0.144 0.348 0.28
H -2.438 -1.301 2.265 1.954 0.793 0.099 0.26
H -1.137 -0.175 2.995 0.027 1.139 0.459 0.35
H 2.785 -1.265 0.298 -0.025 -1.670 0.182 0.28
H 1.240 -1.987 0.734 -0.053 -0.653 -0.098 0.12
H 2.827 2.558 0.519 0.737 0.557 -0.197 0.39
H 1.378 2.747 -0.496 -0.256 1.221 -1.726 0.39
H -1.072 1.082 0.525 0.037 -1.226 0.040 0.41
H -2.762 -0.665 0.043 2.051 0.976 -2.854 0.45
```
Forces are in eV/Å.

## Properties
- Kohn-Sham gap: 10.8 eV
- Total charge: +1
- HOMO level: -13.8 eV
- Structure (SMILES): CCOP(=O)(OCC)[C@H](OC)[NH+](C)C
- Energy relative to the best compared isomer or geometry (same formula, charge and spin): 0.0 kcal/mol
- Spin multiplicity: 1

---

Entry 6:
C8H21P3 | the ωB97M-V functional and the def2-TZVPD basis

The geometry in XYZ format:
```
32
Properties=species:S:1:pos:R:3:forces:R:3:mulliken_charge:R:1
C -1.098 3.165 0.042 -2.006 3.018 -0.728 -1.49
C -0.525 -1.264 2.021 2.118 -0.971 1.547 -1.24
C 3.996 0.817 0.384 -1.053 -0.083 0.132 -0.92
C 3.663 -1.392 -1.306 -0.836 -1.215 -1.871 -0.89
C -3.247 -1.821 0.217 -0.657 1.327 1.140 -1.02
C -2.301 -0.064 -1.668 0.255 0.963 0.351 -1.26
C -1.147 1.791 0.471 1.796 -1.425 1.021 -0.07
C -0.598 -0.769 0.617 -1.765 -1.491 -1.838 0.12
P 0.377 0.738 0.256 -0.096 0.532 0.638 -0.24
P 3.381 -0.900 0.380 -0.162 0.054 1.229 0.04
P -2.365 -0.088 0.178 1.394 -1.568 -0.772 0.17
H -1.893 3.746 0.530 -0.489 -0.339 0.037 0.39
H -1.254 3.489 -0.988 0.469 -0.699 -0.405 0.35
H -0.304 3.752 0.452 1.369 -0.021 0.062 0.39
H 0.379 -1.933 2.099 -0.327 0.987 0.098 0.31
H -1.265 -2.016 2.234 -0.875 0.135 0.170 0.38
H -0.446 -0.527 2.850 -0.286 -0.307 -0.675 0.31
H 3.970 1.164 1.410 -0.652 0.334 0.222 0.30
H 3.257 1.377 -0.272 1.644 -0.090 0.630 0.22
H 5.065 0.797 0.223 0.222 0.400 -1.139 0.42
H 2.760 -1.239 -1.946 0.182 0.028 0.538 0.27
H 3.724 -2.509 -1.246 0.355 0.811 -0.394 0.30
H 4.443 -0.950 -1.942 0.291 -0.198 0.657 0.36
H -2.746 -2.493 -0.492 -0.172 -0.002 0.386 0.32
H -4.342 -1.650 -0.077 1.528 -0.528 0.683 0.38
H -3.095 -2.085 1.324 -0.714 -0.194 -1.821 0.30
H -3.343 -0.040 -1.802 -1.707 -0.692 -0.785 0.44
H -1.830 -0.871 -2.213 0.004 -0.376 0.247 0.36
H -2.065 0.870 -2.159 0.792 0.401 0.295 0.39
H -1.258 1.881 1.551 -0.194 -0.622 0.242 0.24
H -0.435 -1.758 0.012 -0.073 2.149 0.405 0.36
H 0.539 0.782 -1.141 -0.356 -0.319 -0.301 0.02
```
Forces are in eV/Å.

## Properties
- Kohn-Sham gap (alpha / beta): 6.4 / 6.9 eV
- Total charge: 0
- HOMO level (alpha / beta): -6.7 / -7.2 eV
- Energy relative to the best compared isomer or geometry (same formula, charge and spin): 70.4 kcal/mol
- Spin multiplicity: 1

---

Number 1: F_max 4.5 eV Å⁻¹. Number 2: F_max 2.1 eV Å⁻¹. Number 3: F_max 2.8 eV Å⁻¹. Number 4: F_max 7.7 eV Å⁻¹. Number 5: F_max 4.8 eV Å⁻¹. Number 6: F_max 3.7 eV Å⁻¹.